Computed, not measured: C17H25F3N9O2SbV as an isolated structure in a non-equilibrium geometry, with ωB97M-V/def2-TZVPD.

XYZ file:
```
58
Properties=species:S:1:pos:R:3:lowdin_charge:R:1
V 0.550 0.113 -1.388 0.95
C -0.133 2.281 -1.599 -0.27
C -0.641 1.563 -2.709 -0.26
C -1.515 0.561 -2.200 -0.28
C -1.584 0.704 -0.786 -0.27
C -0.735 1.767 -0.420 -0.26
C -0.538 2.323 0.957 -0.03
C -2.438 -0.125 0.123 -0.03
C -2.324 -0.395 -3.021 -0.03
C -0.385 1.865 -4.153 -0.02
C 0.806 3.447 -1.649 -0.02
H -0.848 3.371 0.982 0.09
H 0.505 2.271 1.265 0.07
H -1.125 1.779 1.694 0.02
H -3.468 0.243 0.136 0.09
H -2.056 -0.107 1.142 0.02
H -2.462 -1.166 -0.199 0.08
H -2.431 -1.358 -2.520 0.08
H -1.849 -0.575 -3.984 0.07
H -3.328 0.003 -3.198 0.08
H -1.293 2.259 -4.619 0.08
H -0.073 0.973 -4.692 0.05
H 0.395 2.620 -4.258 0.07
H 0.271 4.369 -1.894 0.09
H 1.587 3.308 -2.398 0.08
H 1.291 3.592 -0.683 0.08
N 1.015 -3.372 -1.492 0.15
C 0.912 -2.769 -0.267 -0.45
N 1.064 -3.405 0.880 0.04
N 0.856 -2.456 1.812 -0.07
N 0.586 -1.328 1.266 -0.04
N 0.619 -1.477 -0.084 -0.04
C 0.937 -2.687 -2.677 -0.45
N 1.080 -3.256 -3.859 0.03
N 0.908 -2.250 -4.736 -0.08
N 0.683 -1.146 -4.122 -0.05
N 0.688 -1.378 -2.786 -0.05
H 1.334 -4.324 -1.525 0.14
F 5.158 0.948 -0.897 0.16
C 4.152 1.818 -0.728 -0.54
F 4.292 2.788 -1.648 0.15
F 4.294 2.381 0.474 0.16
C 2.788 1.111 -0.877 -0.55
O 2.034 1.044 0.101 0.02
O 2.489 0.634 -1.995 -0.01
C -1.867 -0.534 6.180 -0.39
Sb -1.092 -0.335 4.165 1.23
C 0.890 -0.903 4.739 -0.37
C -1.824 -2.273 3.585 -0.36
H -1.538 -1.482 6.610 0.00
H -2.957 -0.512 6.165 -0.02
H -1.513 0.282 6.811 -0.02
H 0.871 -1.894 5.192 0.00
H 1.270 -0.177 5.461 -0.01
H 1.530 -0.925 3.862 -0.03
H -1.065 -3.024 3.791 -0.01
H -2.046 -2.298 2.520 -0.03
H -2.731 -2.490 4.153 -0.01
```

Values from the calculation:
* energy relative to the best compared isomer or geometry (same formula, charge and spin): 8.7 kcal/mol
* strongest force on any atom: 0.0203 Eh/bohr
* ⟨S²⟩: 2.0208
* gap between HOMO and LUMO (alpha / beta): 8.1 / 8.3 eV
* energy: -75922.676 eV
* E_HOMO (alpha / beta): -0.194 / -0.202 hartree
* charge: -1
* multiplicity: 3

Computed, not measured: C17H25F5IrNO3P2 as an isolated structure in a non-equilibrium geometry, with ωB97M-V/def2-TZVPD.

XYZ file:
```
54
Properties=species:S:1:pos:R:3:lowdin_charge:R:1
C -3.251 2.318 -1.809 -0.08
C -2.041 1.679 -1.531 -0.37
N -1.897 0.964 -0.393 -0.16
C -2.923 0.828 0.472 -0.39
C -4.140 1.460 0.239 -0.08
C -4.308 2.216 -0.912 -0.15
C -0.882 1.766 -2.488 -0.27
P 0.210 0.313 -2.214 0.68
Ir -0.007 -0.073 0.007 1.03
P -0.936 -0.163 2.063 0.67
C -2.737 -0.042 1.692 -0.28
O 0.908 3.967 -2.086 -0.09
O 2.599 2.611 -0.425 -0.12
H -3.333 2.853 -2.754 0.10
H -4.921 1.344 0.987 0.10
H -5.258 2.708 -1.117 0.08
C -0.384 -1.019 -3.278 -0.26
C 1.812 0.752 -2.917 -0.23
H -3.260 0.376 2.564 0.09
H -3.113 -1.068 1.526 0.09
H -0.273 2.709 -2.338 0.06
H -1.244 1.740 -3.530 0.10
C -0.713 -1.650 3.053 -0.25
C -0.583 1.193 3.217 -0.25
H 1.921 2.062 0.045 -0.03
H 3.445 2.133 -0.279 0.08
H 1.598 3.608 -1.466 0.01
H 0.567 4.769 -1.655 0.07
H -0.830 -1.329 -0.552 -0.06
H 0.605 1.342 0.449 -0.08
H -0.381 -0.684 -4.324 0.05
H 0.305 -1.864 -3.145 0.05
H -1.393 -1.311 -2.966 0.05
H 1.681 1.023 -3.974 0.06
H 2.262 1.586 -2.363 0.02
H 2.459 -0.131 -2.839 0.05
H -1.200 1.078 4.119 0.05
H 0.480 1.137 3.484 0.05
H -0.792 2.158 2.740 0.05
H -1.315 -1.575 3.968 0.06
H -1.006 -2.537 2.481 0.05
H 0.348 -1.730 3.318 0.05
F 4.262 -5.515 2.258 0.12
C 3.660 -4.411 1.791 -0.12
C 2.292 -4.424 1.514 -0.13
F 1.573 -5.541 1.773 0.11
C 1.684 -3.302 0.982 -0.12
F 0.381 -3.403 0.594 0.05
C 2.390 -2.071 0.791 -0.27
O 1.894 -0.948 0.380 -0.22
C 3.796 -2.121 1.088 -0.12
F 4.517 -0.999 0.883 0.10
C 4.411 -3.252 1.561 -0.13
F 5.739 -3.269 1.791 0.12
```

Values from the calculation:
* strongest force on any atom: 0.0652 Eh/bohr
* ⟨S²⟩: 6.0434
* gap between HOMO and LUMO (alpha / beta): 3.9 / 5.1 eV
* energy: -60665.401 eV
* E_HOMO (alpha / beta): -0.140 / -0.297 hartree
* charge: 0
* multiplicity: 5

Computed, not measured: C17H25F5LiN6OS2SiTe as an isolated structure in a non-equilibrium geometry, with ωB97M-V/def2-TZVPD.

XYZ file:
```
59
Properties=species:S:1:pos:R:3:lowdin_charge:R:1
Li -0.194 -0.377 0.220 0.47
C -4.170 2.761 -0.828 0.00
C -4.124 1.345 -0.396 -0.33
N -5.097 0.496 -0.475 0.12
N -4.582 -0.650 0.058 0.03
C -3.306 -0.537 0.457 -0.71
S -2.344 -1.730 1.139 0.71
N -3.008 0.757 0.149 -0.07
N -1.773 1.330 0.402 0.09
H -5.175 2.988 -1.170 0.08
H -3.466 2.947 -1.640 0.07
H -3.911 3.421 0.001 0.09
H -5.144 -1.477 0.145 0.15
H -1.478 1.909 -0.373 0.06
H -1.783 1.801 1.300 0.11
S 3.629 0.022 -0.091 0.62
C 3.045 -1.403 0.543 -0.81
N 2.422 -2.309 -0.273 0.06
C 1.934 -3.510 0.127 -0.10
C 2.031 -3.890 1.424 -0.07
C 2.614 -2.979 2.338 -0.07
C 3.105 -1.784 1.916 -0.11
H 2.278 -2.011 -1.231 0.13
H 1.462 -4.094 -0.649 0.11
H 1.622 -4.835 1.747 0.10
H 2.635 -3.217 3.393 0.11
H 3.511 -1.061 2.607 0.11
F 0.788 -1.075 4.471 -0.41
Te -0.588 -0.580 3.265 1.73
F -2.183 0.471 2.907 -0.46
F -1.743 -1.347 4.527 -0.38
F -0.323 -2.433 2.780 -0.49
F -0.330 1.027 4.256 -0.42
O 0.463 -0.065 1.889 -0.67
C 2.045 1.189 -3.419 -0.18
Si 0.486 1.329 -2.365 0.34
C -0.791 2.318 -3.388 -0.18
C 0.906 2.449 -0.897 -0.19
N -0.095 -0.162 -1.759 -0.15
C -0.330 -1.244 -2.551 -0.41
C -0.460 -1.200 -3.962 -0.07
C -0.701 -2.329 -4.723 -0.12
C -0.840 -3.582 -4.138 -0.15
C -0.729 -3.661 -2.754 -0.13
C -0.477 -2.537 -1.989 -0.10
H 2.359 2.172 -3.782 0.02
H 1.908 0.536 -4.283 0.02
H 2.846 0.774 -2.807 -0.02
H -0.515 3.375 -3.422 0.02
H -1.790 2.241 -2.946 -0.01
H -0.876 1.968 -4.419 0.01
H 1.773 3.063 -1.153 0.03
H 1.179 1.871 -0.011 0.00
H 0.113 3.153 -0.624 0.02
H -0.376 -0.246 -4.469 0.07
H -0.785 -2.225 -5.800 0.09
H -1.038 -4.463 -4.735 0.08
H -0.849 -4.617 -2.253 0.09
H -0.413 -2.645 -0.913 0.05
```

Values from the calculation:
* energy relative to the best compared isomer or geometry (same formula, charge and spin): 0.0 kcal/mol
* strongest force on any atom: 0.0286 Eh/bohr
* gap between HOMO and LUMO: 6.4 eV
* energy: -79662.351 eV
* E_HOMO: -0.157 hartree
* charge: -1

Computed, not measured: C17H25IrN2O4 as an isolated structure in a non-equilibrium geometry, with ωB97M-V/def2-TZVPD.

XYZ file:
```
49
Properties=species:S:1:pos:R:3:lowdin_charge:R:1
Ir 0.724 -1.054 -0.261 1.56
C -0.838 2.413 2.043 0.01
C -0.038 1.171 1.765 -0.33
O 0.004 0.819 0.570 -0.12
C 0.646 0.480 2.831 -0.10
C 0.647 1.057 4.124 -0.02
C 1.338 0.499 5.164 -0.06
C 2.092 -0.659 4.930 -0.04
C 2.110 -1.248 3.691 0.01
C 1.351 -0.725 2.632 -0.30
O 1.333 -1.482 1.541 -0.26
H -1.304 2.745 1.119 0.09
H -0.187 3.202 2.419 0.10
H -1.607 2.224 2.792 0.10
H 0.102 1.975 4.292 0.11
H 1.312 0.949 6.146 0.11
H 2.671 -1.096 5.734 0.12
H 2.682 -2.144 3.497 0.13
C -2.728 -2.166 0.198 -0.04
C -1.549 -3.044 -0.234 -0.71
C -1.931 -3.917 -1.427 -0.04
C -1.070 -3.903 0.940 -0.04
N -0.454 -2.187 -0.622 -0.19
H -3.560 -2.807 0.486 0.10
H -3.050 -1.518 -0.618 0.08
H -2.451 -1.545 1.052 0.08
H -2.736 -4.587 -1.129 0.09
H -1.082 -4.514 -1.757 0.09
H -2.276 -3.307 -2.263 0.08
H -1.880 -4.570 1.234 0.10
H -0.790 -3.280 1.789 0.08
H -0.205 -4.501 0.652 0.09
O 2.912 2.236 -1.628 0.08
C 2.182 1.260 -1.758 -0.60
O 2.193 0.203 -1.051 -0.18
C 1.179 1.320 -2.921 -0.17
N 1.652 2.466 -3.776 0.09
C 0.477 3.310 -4.198 -0.08
C -0.746 2.560 -3.674 -0.14
C -0.221 1.761 -2.481 -0.13
H 1.168 0.391 -3.487 0.17
H 2.220 2.159 -4.561 0.19
H 2.299 2.928 -3.093 0.15
H 0.480 3.413 -5.279 0.13
H 0.594 4.295 -3.753 0.14
H -1.125 1.883 -4.440 0.12
H -1.546 3.245 -3.403 0.12
H -0.848 0.906 -2.238 0.11
H -0.148 2.384 -1.589 0.12
```

Values from the calculation:
* energy relative to the best compared isomer or geometry (same formula, charge and spin): 9.3 kcal/mol
* strongest force on any atom: 0.0293 Eh/bohr
* ⟨S²⟩: 0.7595
* gap between HOMO and LUMO (alpha / beta): 7.7 / 7.3 eV
* energy: -32035.979 eV
* E_HOMO (alpha / beta): -0.401 / -0.409 hartree
* charge: +1
* multiplicity: 2